Entry 1:
C27H39As3I2IrN3O3 | the ωB97M-V functional and the def2-TZVPD basis

```
78
Properties=species:S:1:pos:R:3:forces:R:3:mulliken_spin:R:1
Ir -0.283 -0.350 -0.164 0.0025 -0.0237 0.0110 0.0070
I 0.243 -5.504 0.496 -0.0003 0.0035 0.0007 0.0439
C -0.112 -4.033 1.886 0.0123 -0.0006 -0.0149 0.0734
C -0.297 -4.339 3.222 0.0072 0.0113 0.0095 -0.0514
C -0.528 -3.354 4.184 -0.0320 -0.0027 -0.0094 0.1975
I -0.797 -3.941 6.116 0.0085 0.0004 -0.0042 0.1727
C -0.582 -1.960 3.801 0.0050 -0.0019 -0.0163 -0.0016
C -0.789 -0.888 4.688 0.0065 0.0160 0.0156 0.0345
C -0.806 0.399 4.207 -0.0040 -0.0146 0.0040 0.0260
C -0.629 0.624 2.842 0.0109 -0.0108 -0.0341 -0.0187
N -0.450 -0.371 1.977 0.0074 -0.0176 0.0479 0.0283
C -0.415 -1.648 2.449 0.0072 0.0168 0.0195 0.1286
C -0.169 -2.676 1.463 -0.0293 -0.0432 -0.0040 0.1300
O 0.001 -2.339 0.238 -0.0056 0.0441 0.0016 0.2157
H -0.262 -5.375 3.532 0.0029 0.0006 0.0016 0.0033
H -0.930 -1.078 5.744 -0.0006 0.0007 -0.0012 0.0058
H -0.966 1.245 4.861 -0.0043 0.0001 -0.0034 0.0006
H -0.653 1.633 2.454 -0.0071 -0.0056 0.0165 -0.0064
C -0.962 0.505 -3.751 0.0109 -0.0053 -0.0012 0.0001
As -0.365 -0.862 -2.527 -0.0189 0.0030 -0.0200 0.0024
C -1.714 -2.236 -2.689 -0.0009 -0.0011 0.0066 0.0015
C 1.211 -1.714 -3.266 0.0216 0.0049 0.0020 0.0005
C 2.576 -1.050 -3.014 -0.0119 -0.0070 0.0062 -0.0048
C 3.610 -1.861 -3.810 0.0023 0.0011 -0.0038 0.0002
C 2.975 -1.177 -1.538 0.0188 0.0098 -0.0033 0.0001
As 2.071 -0.149 -0.168 -0.0030 -0.0019 0.0019 0.0011
C 2.760 -0.929 1.454 0.0136 0.0002 -0.0013 0.0093
C 2.730 1.657 -0.077 0.0038 -0.0003 -0.0145 -0.0007
C 2.571 0.408 -3.483 -0.0022 0.0090 -0.0092 0.0006
As 4.306 1.391 -3.332 0.0012 -0.0120 0.0108 0.0000
C 3.516 3.149 -3.688 -0.0088 0.0015 -0.0015 0.0000
C 5.004 1.087 -5.129 -0.0012 -0.0048 0.0019 0.0000
H -1.112 0.039 -4.725 -0.0011 -0.0050 0.0030 0.0000
H -0.233 1.303 -3.850 0.0011 0.0105 0.0003 0.0000
H -1.912 0.908 -3.402 0.0004 0.0009 0.0000 0.0000
H -1.759 -2.563 -3.727 0.0017 0.0035 -0.0012 0.0004
H -2.688 -1.844 -2.400 0.0000 -0.0008 0.0011 -0.0006
H -1.449 -3.077 -2.051 -0.0014 0.0011 0.0020 -0.0011
H 1.026 -1.779 -4.341 0.0019 0.0026 -0.0010 0.0001
H 1.199 -2.735 -2.875 0.0025 0.0016 0.0024 -0.0006
H 3.576 -2.917 -3.538 0.0030 -0.0013 -0.0027 0.0000
H 4.621 -1.499 -3.618 0.0021 -0.0016 0.0019 0.0001
H 3.417 -1.779 -4.880 -0.0004 -0.0024 0.0005 0.0000
H 4.017 -0.866 -1.408 0.0024 -0.0087 -0.0085 0.0004
H 2.894 -2.215 -1.203 -0.0071 0.0010 0.0026 0.0016
H 3.847 -0.846 1.404 -0.0002 -0.0059 0.0166 -0.0003
H 2.490 -1.980 1.520 0.0010 0.0019 -0.0092 -0.0057
H 2.401 -0.383 2.324 0.0013 0.0047 -0.0006 -0.0002
H 3.798 1.583 0.133 0.0006 -0.0049 -0.0029 0.0003
H 2.231 2.183 0.736 -0.0088 -0.0070 -0.0037 -0.0006
H 2.601 2.190 -1.013 -0.0034 0.0082 0.0016 0.0005
H 1.850 0.990 -2.891 -0.0035 0.0004 0.0049 0.0006
H 2.234 0.460 -4.522 0.0003 -0.0001 0.0012 0.0000
H 2.947 3.512 -2.830 0.0008 0.0008 -0.0002 0.0000
H 2.872 3.118 -4.568 -0.0010 0.0044 -0.0006 0.0000
H 4.320 3.860 -3.870 0.0006 0.0002 0.0010 0.0000
H 5.438 0.094 -5.216 -0.0011 -0.0012 -0.0015 0.0000
H 5.795 1.816 -5.303 -0.0009 0.0013 0.0018 0.0000
H 4.227 1.221 -5.880 -0.0001 -0.0010 -0.0004 0.0000
O -6.118 2.522 2.523 0.0119 -0.0266 0.0158 0.0000
C -5.602 3.829 2.443 0.0149 0.0272 -0.0208 0.0000
N -4.585 3.809 1.412 0.0012 0.1735 0.0094 0.0000
C -3.331 3.425 1.674 0.0579 -0.0251 -0.0212 0.0002
O -2.865 3.168 2.771 -0.0674 -0.0982 0.0017 -0.0002
C -2.381 3.236 0.509 -0.0038 -0.0054 0.0448 0.0006
C -1.739 4.243 -0.194 -0.1048 0.0044 -0.0789 0.0017
C -0.702 3.896 -1.052 0.0055 -0.0067 -0.0031 0.0001
C -0.287 2.583 -1.122 -0.0092 0.0184 0.0068 0.0012
N -0.878 1.609 -0.404 -0.0013 -0.0017 -0.0373 0.0025
C -1.943 1.936 0.342 0.1221 -0.0034 0.0489 0.0041
H -6.836 2.502 3.167 -0.0257 -0.0005 -0.0055 0.0000
H -5.133 4.143 3.375 0.0088 -0.0041 -0.0097 0.0000
H -6.363 4.553 2.148 0.0003 -0.0014 0.0086 0.0000
H -4.873 3.931 0.454 -0.0082 -0.0352 0.0051 0.0000
H -2.029 5.280 -0.073 -0.0038 -0.0009 0.0032 0.0000
H -0.190 4.646 -1.638 0.0056 -0.0029 0.0014 0.0000
H 0.540 2.286 -1.748 0.0034 0.0001 -0.0055 -0.0001
H -2.424 1.136 0.893 -0.0105 0.0153 0.0132 -0.0047
```
Forces are in eV/Å.

Calculated values
Relative energy (zero: lowest compared OMol25 entry of this formula, charge and spin) in kcal/mol: 0.0
HOMO-LUMO gap (alpha / beta) in eV: 5.82 / 4.46
E_LUMO (alpha / beta) in eV: -9.7 / -11.0
Total charge: +3
<S²>: 0.775
Max |F| in eV/A: 0.174
2S+1: 2

***

Entry 2:
C21H14O2S | the ωB97M-V functional and the def2-TZVPD basis

```
38
Properties=species:S:1:pos:R:3:forces:R:3:nbo_charge:R:1
O 1.420 -0.217 -2.204 0.4000 -0.7140 -0.4295 -0.5103
O -0.847 0.685 1.740 0.3185 -1.1579 -1.0005 -0.5106
S 1.797 -1.158 0.899 0.4980 0.1546 0.2597 0.2663
C 0.618 0.013 -1.345 1.1987 1.5945 -0.3099 0.5732
C -0.563 0.359 0.586 0.3095 2.9728 5.1882 0.5429
C -1.426 -4.226 1.386 1.0357 -2.0725 -1.3217 -0.2056
C 2.931 4.019 0.785 2.3017 0.2097 1.1735 -0.2130
C -0.584 -4.374 0.193 -0.1039 1.9578 1.7531 -0.2075
C -1.146 -3.392 2.438 -0.9353 0.4142 1.5573 -0.2135
C -2.688 0.452 -3.022 3.3053 0.5413 1.7919 -0.1724
C -3.468 0.596 -1.904 2.3111 -0.3695 1.6535 -0.1899
C 1.664 3.942 0.344 -1.2235 3.6072 -0.9689 -0.2110
C 3.695 2.838 0.996 0.0122 0.8435 -0.0844 -0.1975
C 0.439 -3.425 0.061 -0.9635 0.2076 1.7531 -0.2142
C -0.148 -2.420 2.327 -0.3434 -0.0273 -0.1786 -0.2065
C -1.281 0.394 -2.886 -1.5095 0.6780 -0.5489 -0.1423
C -2.922 0.601 -0.633 0.9475 0.3213 1.0914 -0.1648
C 1.082 2.817 -0.075 -2.5770 -2.1336 -0.7401 -0.2132
C 3.080 1.629 0.669 -1.0877 0.4306 0.2782 -0.2092
C 0.574 -2.452 1.128 0.4626 0.6426 -0.8499 -0.1927
C -0.771 0.415 -1.604 0.4860 -1.5332 -2.1287 -0.1647
C -1.507 0.502 -0.475 -2.2464 -0.9489 -1.5405 -0.0656
C 1.734 1.630 0.224 -0.3882 -2.1432 0.1022 0.0233
C 0.907 0.234 0.129 -0.1936 0.0633 -0.9630 -0.3616
H -2.187 -4.963 1.615 -0.1535 -0.0726 -0.5342 0.2137
H 3.246 5.071 0.922 0.5466 -1.0385 0.4313 0.2202
H -0.671 -5.103 -0.606 -0.5515 -0.1221 0.4287 0.2263
H -1.772 -3.479 3.414 1.1042 0.2310 -1.9370 0.2232
H -3.124 0.678 -3.904 -1.1979 0.0315 -3.0639 0.2093
H -4.462 0.800 -1.984 -2.7373 0.2766 -0.3526 0.2126
H 1.104 4.907 0.238 0.5472 -0.9649 -0.0467 0.2097
H 4.716 2.866 1.461 -1.0881 -0.0154 -0.7863 0.2261
H 1.118 -3.433 -0.799 -0.2423 0.2455 0.4610 0.2388
H -0.060 -1.646 3.147 0.3941 -0.9241 -1.3869 0.2571
H -0.570 0.481 -3.704 -0.3373 -0.4533 -0.0978 0.2391
H -3.568 0.774 0.218 0.0989 -0.1725 0.0914 0.2280
H 0.063 2.902 -0.594 1.4976 -0.5467 1.1073 0.2247
H 3.576 0.683 0.819 0.1045 -0.0135 0.1480 0.2314
```
Forces are in eV/Å.

Calculated values
Relative energy (zero: lowest compared OMol25 entry of this formula, charge and spin) in kcal/mol: 5.3
HOMO-LUMO gap in eV: 8.24
E_LUMO in eV: -0.5
Max |F| in eV/A: 5.988
SMILES: O=C1c2ccccc2C(=O)C1(Sc1ccccc1)c1ccccc1

***

Entry 3:
C19H21BCl41O6P2S2 | the ωB97M-V functional and the def2-TZVPD basis

```
92
Properties=species:S:1:pos:R:3:forces:R:3:lowdin_charge:R:1
C -3.327 -2.266 -0.397 -0.8718 -0.9296 -0.2902 -0.1054
C -2.334 -3.369 0.315 -0.3033 -0.9275 -1.1283 -0.2726
O -0.938 -2.934 0.470 -3.3513 -0.6921 1.2304 -0.0700
B -0.804 -1.763 1.356 3.5098 0.7921 -2.5930 -1.1759
P -1.871 -1.608 2.937 -1.2862 -0.3900 2.2664 0.6801
O -0.812 -1.336 4.331 0.3112 -1.4192 -1.6079 -0.5056
Cl -3.181 0.095 2.727 1.1587 -0.5843 -0.1196 0.1160
O -0.647 -0.604 0.449 2.0317 1.5469 -1.7356 -0.0772
C 0.762 -0.410 0.071 0.3065 -1.6701 0.5485 -0.6115
S 1.156 1.294 -0.603 -0.4173 0.7662 0.2101 0.6873
C 1.429 -1.392 -1.089 -0.8844 -1.6789 0.1523 -0.2091
C 0.402 -1.636 -2.378 1.0598 -0.2346 0.3856 -0.1101
C 1.457 -0.786 1.540 -0.6793 -0.8274 -2.2179 -0.5022
O 2.874 -1.069 1.197 -0.4954 -0.5545 2.6775 -0.1813
C 3.692 -1.234 2.414 0.9502 -1.9624 0.4373 -0.1771
C 4.878 -2.382 2.149 0.6022 0.6439 0.8656 -0.3185
C 6.076 -2.297 3.311 -0.6677 0.5496 0.4872 -0.0862
O 4.330 -3.759 2.222 2.0296 1.0198 -0.5391 -0.1092
P 1.590 0.787 2.627 -1.1882 1.3164 -0.1963 0.4133
S -0.073 1.814 2.757 0.2534 -0.1880 0.1372 0.1149
O 0.576 -1.891 1.946 3.3660 2.0758 0.1236 -0.0337
H -4.367 -2.827 -0.562 2.1054 1.1178 0.4009 0.0813
H -2.961 -1.989 -1.497 -0.5516 -0.3680 2.5968 0.0831
H -3.573 -1.330 0.262 0.8226 -1.6894 -1.3666 0.0493
H -2.816 -3.805 1.317 1.0441 1.2500 -1.9498 0.1117
H -2.307 -4.303 -0.428 -0.0099 1.9005 1.5109 0.0894
H -0.583 -2.280 4.643 -0.6839 2.1267 -0.8358 0.0686
H 2.074 1.215 -1.663 -0.9237 -0.9128 1.1033 -0.1086
H 2.492 -0.999 -1.444 -2.4138 -0.8048 0.9318 0.1072
H 1.555 -2.468 -0.597 -0.1448 2.3968 -0.9576 0.1328
H 0.627 -0.843 -3.226 -0.7226 -1.5771 1.7056 0.0710
H -0.712 -1.614 -2.007 2.2872 0.0271 -0.7885 0.0713
H 0.680 -2.725 -2.781 -0.7756 2.5078 0.7158 0.0289
H 4.279 -0.262 2.736 -1.3215 -1.6985 -0.7835 0.1250
H 3.018 -1.646 3.294 1.4220 0.8895 -1.6881 0.1501
H 5.381 -2.120 1.124 -1.1341 -0.7689 1.6393 0.1434
H 5.709 -1.609 4.211 0.8430 -1.4089 -1.9085 0.0854
H 6.268 -3.362 3.789 -0.3382 2.1705 -1.1710 0.0826
H 7.064 -1.847 2.875 -1.8646 -0.9016 0.8743 0.0751
H 5.146 -4.352 2.197 -1.7260 1.1666 -0.0147 0.0985
H 2.129 0.559 3.944 0.0311 -0.3179 -0.9084 -0.0120
H 2.556 1.660 1.945 -0.2723 -1.3550 0.6233 -0.0130
C -0.245 4.233 -3.059 -0.0577 -0.4639 0.3888 -1.9767
Cl 0.563 3.033 -4.099 -0.3046 -0.0094 0.2926 0.4966
Cl -1.518 3.430 -2.105 0.3815 0.3227 -0.3519 0.5390
Cl 0.949 4.966 -1.959 -0.6340 -0.3257 -0.3473 0.4627
Cl -0.976 5.502 -4.074 -0.4764 -0.2711 0.4457 0.4394
C -3.782 -0.878 6.961 0.1141 -0.1595 -0.4803 -1.9713
Cl -2.594 0.308 7.557 -0.2580 -0.2118 -0.0681 0.5119
Cl -3.925 -2.216 8.130 -0.0244 0.1812 -0.0144 0.4857
Cl -5.366 -0.086 6.768 0.3653 -0.1701 0.1638 0.4620
Cl -3.243 -1.519 5.388 -1.0916 -0.0736 1.5506 0.4999
C -0.400 -5.686 -4.445 -0.1280 0.4129 0.1546 -1.9572
Cl -1.154 -4.916 -3.026 0.2516 -0.3425 -0.4362 0.5676
Cl 1.228 -5.006 -4.694 -0.3930 -0.2277 0.0421 0.5312
Cl -0.275 -7.442 -4.171 -0.0510 0.9383 -1.0164 0.4273
Cl -1.399 -5.379 -5.888 0.2412 0.0220 0.3314 0.4998
C -1.791 -8.625 -8.773 0.0149 -0.0111 0.1643 -2.0084
Cl -2.036 -10.298 -9.335 0.0471 0.3568 0.0868 0.5035
Cl -0.337 -7.945 -9.548 -0.3491 -0.1549 0.1867 0.5091
Cl -3.210 -7.639 -9.204 0.3323 -0.2191 0.0975 0.5076
Cl -1.578 -8.618 -7.004 -0.0717 -0.1116 -0.6355 0.4804
C -9.212 1.224 7.144 0.1305 -0.0273 -0.0639 -2.0087
Cl -9.458 -0.449 6.582 0.0725 0.4311 0.1482 0.5106
Cl -7.759 1.904 6.369 -0.5759 -0.0778 0.1892 0.4925
Cl -10.632 2.210 6.713 0.2791 -0.2030 0.0993 0.5006
Cl -9.000 1.231 8.914 -0.0506 -0.0032 -0.4098 0.5050
C -4.588 7.587 -4.848 -0.0062 -0.1634 0.1591 -2.0101
Cl -4.274 6.341 -3.614 -0.1880 0.4032 -0.3647 0.5038
Cl -5.444 8.960 -4.101 0.1970 -0.2894 -0.1893 0.5056
Cl -3.041 8.152 -5.529 -0.3233 -0.1179 0.1386 0.4992
Cl -5.592 6.896 -6.148 0.2354 0.1760 0.2840 0.5069
C 3.118 5.950 -5.961 -0.0999 -0.0246 0.2091 -1.9842
Cl 2.783 6.080 -7.707 0.0880 -0.0241 0.3387 0.5061
Cl 1.581 5.886 -5.064 1.2241 0.5290 -0.9785 0.4568
Cl 4.053 4.467 -5.645 -0.1950 0.3198 -0.0775 0.5115
Cl 4.057 7.369 -5.430 -0.1403 -0.2730 -0.1299 0.5051
C 1.740 7.985 0.597 -0.1674 -0.1543 0.0669 -1.9855
Cl 2.614 6.603 -0.111 0.0896 0.5322 0.4249 0.4876
Cl 0.539 7.389 1.771 0.3523 0.1373 -0.3575 0.5313
Cl 2.896 9.059 1.424 -0.4852 -0.5530 -0.3881 0.4606
Cl 0.910 8.888 -0.695 0.1960 -0.2071 0.2550 0.5111
C 5.857 10.854 3.589 0.0221 -0.0636 0.0441 -1.9998
Cl 6.247 12.262 4.609 -0.0873 -0.3093 -0.2338 0.5071
Cl 5.518 9.445 4.626 0.0696 0.3767 -0.2989 0.5188
Cl 4.423 11.219 2.597 0.6237 0.2867 0.4494 0.4730
Cl 7.239 10.490 2.526 -0.3481 0.0931 0.2512 0.5121
C -0.075 -9.906 -0.503 0.0230 -0.0149 0.0689 -1.9947
Cl -0.096 -9.063 -2.073 0.0503 -0.6842 1.4434 0.4496
Cl 0.141 -8.717 0.807 -0.0681 -0.3254 -0.4269 0.5278
Cl -1.617 -10.769 -0.272 0.3174 0.1584 -0.0427 0.5043
Cl 1.270 -11.074 -0.473 -0.2512 0.1875 0.0132 0.4991
```
Forces are in eV/Å.

Calculated values
Relative energy (zero: lowest compared OMol25 entry of this formula, charge and spin) in kcal/mol: 170.7
HOMO-LUMO gap in eV: 6.11
E_LUMO in eV: 1.2
Total charge: -1
Max |F| in eV/A: 4.435

***

> Which formula does entry 1 have?

C27H39As3I2IrN3O3